<P>
# C38H50ClF5IrN3O2S

A structure of composition C38H50ClF5IrN3O2S (ωB97M-V/def2-TZVPD, OMol25).

Each line ends with the Löwdin charge.
Element x y z (Å)
Ir -0.469 0.655 -0.612  1.46
C 0.886 0.139 1.119  -0.12
C 1.961 0.621 0.226  -0.09
C 1.684 2.003 -0.018  -0.14
C 0.783 2.405 1.002  0.00
C 0.277 1.260 1.705  -0.22
C -0.465 1.272 3.019  -0.54
C -1.477 0.133 3.129  -0.02
C -1.146 2.615 3.286  -0.03
C 0.641 1.062 4.077  -0.02
C 2.208 3.021 -1.038  -0.52
C 2.659 2.378 -2.353  -0.02
C 3.320 3.886 -0.426  -0.02
C 1.052 3.969 -1.414  -0.05
C 3.247 -0.191 0.042  -0.50
C 3.294 -1.048 -1.229  -0.03
C 3.376 -1.133 1.256  -0.06
C 4.480 0.721 0.110  -0.04
H 0.851 -0.861 1.525  0.09
H 0.453 3.417 1.174  0.12
H -2.346 0.316 2.503  0.07
H -1.811 0.051 4.164  0.10
H -1.046 -0.828 2.841  0.09
H -1.901 2.845 2.534  0.07
H -0.426 3.434 3.325  0.09
H -1.649 2.576 4.252  0.10
H 1.083 0.069 3.988  0.09
H 0.206 1.157 5.073  0.10
H 1.434 1.806 3.981  0.10
H 3.535 1.747 -2.264  0.06
H 2.898 3.167 -3.068  0.10
H 1.854 1.784 -2.788  0.08
H 4.213 3.316 -0.182  0.06
H 2.970 4.374 0.486  0.09
H 3.602 4.667 -1.134  0.10
H 0.207 3.420 -1.834  0.07
H 1.402 4.673 -2.169  0.10
H 0.704 4.558 -0.564  0.08
H 2.502 -1.796 -1.220  0.06
H 4.256 -1.563 -1.256  0.10
H 3.202 -0.446 -2.133  0.07
H 2.619 -1.916 1.264  -0.02
H 3.333 -0.575 2.194  0.10
H 4.349 -1.624 1.206  0.10
H 4.608 1.362 -0.755  0.06
H 5.366 0.088 0.173  0.10
H 4.457 1.343 1.007  0.10
N -1.684 2.178 -0.111  0.09
C -2.544 2.915 0.040  -0.03
C -3.630 3.826 0.208  -0.20
C -4.929 3.361 -0.004  0.00
C -5.987 4.235 0.164  -0.05
C -5.750 5.551 0.541  -0.05
C -4.454 6.006 0.751  -0.05
C -3.384 5.146 0.586  -0.02
H -5.090 2.332 -0.296  0.13
H -6.999 3.891 0.003  0.12
H -6.583 6.229 0.671  0.12
H -4.281 7.032 1.043  0.11
H -2.369 5.485 0.744  0.12
F -2.991 -0.065 0.479  0.02
C -2.245 -0.365 -0.633  -0.44
F -2.994 0.083 -1.690  0.05
C -2.304 -1.907 -0.697  -0.60
F -1.836 -2.416 0.438  0.12
F -3.573 -2.301 -0.844  0.17
F -1.610 -2.400 -1.726  0.15
Cl 1.501 -1.984 -8.325  0.71
C 1.079 -1.451 -6.738  -0.65
C 0.252 -0.344 -6.592  -0.08
C -0.082 0.082 -5.321  0.01
C 0.410 -0.600 -4.211  -0.13
C 1.236 -1.711 -4.369  0.01
C 1.574 -2.139 -5.638  -0.08
C 0.067 -0.144 -2.866  -0.55
O -0.632 0.905 -2.657  -0.08
O 0.460 -0.747 -1.816  -0.10
H -0.120 0.167 -7.468  0.11
H -0.727 0.939 -5.180  0.13
H 1.606 -2.229 -3.495  0.10
H 2.215 -2.997 -5.786  0.11
C 3.414 -6.694 0.895  -0.05
N 2.232 -5.969 1.348  -0.22
C 2.188 -5.749 2.784  -0.10
C 1.552 -5.138 0.512  -0.74
S 0.903 -3.680 1.039  0.73
N 1.408 -5.577 -0.765  -0.21
C 0.953 -4.700 -1.827  -0.09
C 1.321 -6.995 -1.090  -0.05
H 4.269 -6.385 1.501  0.09
H 3.632 -6.456 -0.142  0.09
H 3.295 -7.774 0.996  0.09
H 2.471 -6.680 3.277  0.09
H 1.185 -5.470 3.089  0.06
H 2.878 -4.957 3.091  0.09
H 1.027 -3.665 -1.509  0.02
H -0.091 -4.905 -2.079  0.10
H 1.566 -4.870 -2.716  0.09
H 1.260 -7.587 -0.182  0.09
H 2.172 -7.337 -1.683  0.09
H 0.412 -7.163 -1.670  0.09

Properties
* 2S+1: 2
* frontier orbital gap (alpha / beta): 0.266 / 0.212 hartree
* charge: +1
* E_LUMO (alpha / beta): -2.68 / -4.18 eV
* E_HOMO (alpha / beta): -9.9 / -9.9 eV
* <S²>: 0.766

---

<Q>
# C38H50ClF5IrN3O2S

A structure of composition C38H50ClF5IrN3O2S (ωB97M-V/def2-TZVPD, OMol25).

Each line ends with the Löwdin charge.
Element x y z (Å)
Ir 0.244 0.622 -0.345  1.19
C -0.679 2.558 -0.349  -0.17
C -0.761 2.736 1.103  -0.11
C -1.586 1.716 1.564  -0.11
C -2.050 0.972 0.400  -0.08
C -1.654 1.612 -0.796  -0.37
C -2.272 1.546 -2.183  -0.56
C -1.208 1.431 -3.274  -0.05
C -3.067 2.846 -2.387  -0.03
C -3.230 0.359 -2.283  -0.06
C -2.017 1.244 2.956  -0.51
C -3.228 0.304 2.846  -0.07
C -2.476 2.404 3.851  -0.04
C -0.897 0.425 3.624  -0.04
C 0.059 3.861 1.746  -0.51
C 0.895 3.475 2.973  -0.03
C 1.074 4.408 0.728  -0.06
C -0.895 5.016 2.099  -0.03
H -0.182 3.246 -1.014  0.11
H -2.771 0.175 0.456  0.08
H -0.476 2.236 -3.206  0.08
H -1.678 1.479 -4.259  0.09
H -0.663 0.486 -3.187  0.07
H -2.400 3.710 -2.405  0.09
H -3.788 2.991 -1.580  0.09
H -3.611 2.817 -3.333  0.09
H -2.697 -0.580 -2.107  0.03
H -3.671 0.320 -3.281  0.09
H -4.043 0.438 -1.557  0.09
H -4.051 0.773 2.303  0.10
H -3.582 0.058 3.848  0.09
H -2.971 -0.636 2.353  0.07
H -3.284 2.958 3.370  0.10
H -1.688 3.106 4.093  0.06
H -2.857 2.003 4.793  0.09
H -0.741 -0.506 3.074  0.07
H -1.176 0.177 4.651  0.09
H 0.050 0.953 3.643  0.05
H 1.751 2.866 2.672  0.06
H 0.348 2.932 3.728  0.06
H 1.284 4.383 3.439  0.10
H 1.685 3.610 0.298  0.08
H 1.737 5.111 1.235  0.09
H 0.590 4.951 -0.085  0.09
H -1.540 4.776 2.943  0.06
H -1.534 5.256 1.247  0.09
H -0.318 5.907 2.353  0.09
N 1.554 0.407 1.279  0.10
C 2.227 0.341 2.203  -0.09
C 3.038 0.312 3.387  -0.22
C 4.093 1.212 3.517  -0.02
C 4.860 1.191 4.669  -0.06
C 4.573 0.282 5.678  -0.06
C 3.519 -0.613 5.544  -0.06
C 2.745 -0.603 4.397  -0.02
H 4.302 1.915 2.722  0.12
H 5.681 1.886 4.780  0.11
H 5.176 0.270 6.577  0.11
H 3.300 -1.316 6.335  0.11
H 1.916 -1.287 4.278  0.12
F 0.841 -2.561 0.808  0.09
C -0.372 -3.012 0.474  -0.63
F -1.254 -2.594 1.417  0.08
C -0.299 -4.563 0.572  -0.58
F 0.407 -5.070 -0.447  0.17
F -1.514 -5.122 0.557  0.17
F 0.289 -4.890 1.703  0.21
Cl 7.005 0.210 -5.612  0.68
C 5.655 0.220 -4.525  -0.66
C 4.910 1.380 -4.377  -0.09
C 3.834 1.383 -3.506  -0.01
C 3.505 0.233 -2.796  -0.14
C 4.262 -0.922 -2.957  -0.01
C 5.343 -0.934 -3.820  -0.09
C 2.346 0.231 -1.869  -0.61
O 1.744 1.319 -1.627  -0.12
O 1.934 -0.832 -1.323  -0.12
H 5.176 2.265 -4.938  0.11
H 3.243 2.277 -3.368  0.12
H 3.998 -1.805 -2.391  0.12
H 5.947 -1.821 -3.950  0.11
C -1.634 -4.542 -4.302  -0.01
N -0.904 -4.066 -3.128  -0.15
C 0.542 -3.911 -3.330  -0.03
C -1.501 -3.631 -2.034  -0.52
S -0.739 -2.281 -1.175  1.13
N -2.710 -4.037 -1.657  -0.16
C -3.605 -3.219 -0.834  -0.02
C -3.199 -5.391 -1.914  -0.02
H -1.218 -4.034 -5.171  0.11
H -2.686 -4.287 -4.220  0.10
H -1.521 -5.617 -4.440  0.11
H 0.904 -4.803 -3.838  0.11
H 1.052 -3.804 -2.381  0.07
H 0.750 -3.035 -3.946  0.11
H -3.268 -2.188 -0.818  0.05
H -3.648 -3.603 0.184  0.10
H -4.601 -3.263 -1.275  0.11
H -2.377 -6.033 -2.215  0.10
H -3.979 -5.403 -2.675  0.10
H -3.615 -5.770 -0.982  0.10

Properties
* 2S+1: 2
* frontier orbital gap (alpha / beta): 0.224 / 0.227 hartree
* charge: +1
* E_LUMO (alpha / beta): -3.03 / -3.04 eV
* E_HOMO (alpha / beta): -9.1 / -9.2 eV
* <S²>: 0.766

---

Energy ordering: <P> at the bottom, the next structure 1.302 eV above.

---

<P>
# C7H14

A cluster of 2 separate species, C7H14 in total (ωB97M-V/def2-TZVPD, OMol25).

Each line ends with the Löwdin charge.
Element x y z (Å)
C 1.700 -1.435 0.930  -0.09
C 1.120 -1.012 -0.389  -0.13
C -0.012 -0.355 -0.511  -0.31
C 0.996 2.470 -0.529  -0.04
C -1.158 -0.041 -1.365  -0.05
C -1.240 0.067 0.165  -0.28
C -1.976 -0.967 0.980  -0.07
H 2.785 -1.290 0.971  0.07
H 1.241 -0.906 1.773  0.08
H 1.509 -2.507 1.066  0.08
H 1.081 1.393 -0.525  -0.02
H 1.647 -1.321 -1.291  0.11
H 1.532 2.855 -1.397  0.03
H 1.446 2.827 0.398  0.03
H -0.035 2.859 -0.580  0.03
H -1.230 0.882 -1.940  0.10
H -1.606 -0.909 -1.844  0.11
H -1.329 1.093 0.531  0.13
H -1.598 -0.992 2.010  0.07
H -1.824 -1.960 0.542  0.09
H -3.047 -0.752 1.007  0.07

Properties
* SMILES string: C/C=C1/C[C@H]1C.C
* frontier orbital gap: 0.370 hartree
* E_LUMO: 1.08 eV
* E_HOMO: -9.0 eV

---

<Q>
# C7H14

The molecule C7H14 (ωB97M-V/def2-TZVPD, OMol25).

Each line ends with the Löwdin charge.
Element x y z (Å)
C -0.158 -0.477 -2.284  -0.06
C -0.586 -0.718 -0.867  -0.28
C 0.269 -1.235 0.282  -0.15
C 1.435 -0.693 1.160  -0.09
C -0.360 0.221 0.220  -0.54
C 0.480 1.445 -0.159  -0.05
C -1.343 0.489 1.306  -0.05
H -0.650 0.417 -2.684  0.08
H -0.437 -1.333 -2.904  0.08
H 0.924 -0.348 -2.348  0.08
H -1.605 -1.099 -0.774  0.15
H -0.313 -1.980 0.836  0.11
H 1.587 -1.491 1.869  0.07
H 1.199 0.189 1.812  0.07
H 2.333 -0.421 0.620  0.07
H 0.852 2.024 0.695  0.08
H -0.209 2.094 -0.716  0.09
H 1.333 1.249 -0.820  0.08
H -1.856 -0.438 1.577  0.09
H -0.840 0.869 2.211  0.09
H -2.056 1.237 0.968  0.08

Properties
* SMILES string: C[C@@H]1[C@H](C)C1(C)C
* frontier orbital gap: 0.327 hartree
* E_LUMO: 0.96 eV
* E_HOMO: -7.9 eV

---

<R>
# C7H14

The molecule C7H14 (ωB97M-V/def2-TZVPD, OMol25).

Each line ends with the Löwdin charge.
Element x y z (Å)
C 0.447 1.566 0.114  -0.21
C -1.019 1.386 -0.306  -0.22
C -1.697 0.121 0.235  -0.22
C -1.050 -1.233 -0.178  -0.19
C 0.282 -1.538 0.556  -0.22
C 1.553 -0.858 0.057  -0.22
C 1.452 0.581 -0.512  -0.20
H 0.518 1.514 1.208  0.11
H 0.744 2.587 -0.167  0.10
H -1.094 1.399 -1.405  0.11
H -1.591 2.265 0.031  0.11
H -1.746 0.192 1.333  0.11
H -2.745 0.138 -0.103  0.10
H -1.782 -2.016 0.054  0.10
H -0.941 -1.221 -1.273  0.11
H 0.100 -1.296 1.610  0.10
H 0.697 -2.560 0.659  0.11
H 2.211 -1.112 0.909  0.11
H 2.017 -1.455 -0.739  0.10
H 2.448 1.037 -0.500  0.10
H 1.197 0.504 -1.584  0.11

Properties
* SMILES string: C1CCCCCC1
* frontier orbital gap: 0.423 hartree
* E_LUMO: 1.18 eV
* E_HOMO: -10.3 eV

---

<S>
# C7H14

A cluster of 2 separate species, C7H14 in total (ωB97M-V/def2-TZVPD, OMol25).

Each line ends with the Löwdin charge.
Element x y z (Å)
C -1.754 -1.046 -0.578  -0.11
C -0.965 0.149 -1.044  -0.21
C -0.774 1.289 -0.378  -0.19
C -1.345 1.642 0.965  -0.11
C 1.548 -0.941 -0.211  -0.27
C 1.366 -0.575 1.238  -0.10
C 2.391 -0.384 -1.069  -0.03
H -1.358 -1.974 -1.007  0.07
H -2.799 -0.964 -0.895  0.08
H -1.746 -1.165 0.512  0.06
H -0.469 0.037 -2.007  0.10
H -0.125 2.038 -0.835  0.10
H -1.918 2.575 0.904  0.07
H -0.554 1.798 1.709  0.07
H -2.016 0.865 1.345  0.07
H 1.715 0.443 1.449  0.08
H 1.931 -1.273 1.864  0.07
H 0.315 -0.626 1.556  0.06
H 2.411 -0.694 -2.114  0.05
H 3.092 0.398 -0.767  0.06
H 0.904 -1.739 -0.578  0.08

Properties
* SMILES string: C/C=C\C.C=CC
* frontier orbital gap: 0.361 hartree
* E_LUMO: 1.12 eV
* E_HOMO: -8.7 eV

---

Energy ordering: <R> at the bottom, the next structure 1.298 eV above.

---

<P>
# C4H10N2

The molecule C4H10N2 (ωB97M-V/def2-TZVPD, OMol25).

Each line ends with the Löwdin charge.
Element x y z (Å)
C 0.463 1.275 0.605  -0.31
C 0.865 -0.087 0.040  -0.20
C -0.239 -1.145 0.092  -0.25
C -1.004 -0.929 -2.178  -0.07
N -1.218 -1.114 -0.959  -0.03
N 0.292 1.235 2.044  -0.01
H 1.306 1.949 0.426  0.10
H -0.365 1.643 -0.014  0.11
H 1.819 -0.403 0.460  0.11
H 1.041 0.096 -1.025  0.08
H 0.173 -2.153 0.163  0.12
H -0.766 -1.077 1.050  0.10
H -1.814 -1.152 -2.868  0.06
H -0.136 -0.406 -2.606  0.07
H -0.056 0.344 2.378  0.05
H -0.362 1.924 2.391  0.07

Properties
* SMILES string: C=NCCCN
* frontier orbital gap: 0.372 hartree
* E_LUMO: 1.05 eV
* E_HOMO: -9.1 eV

---

<Q>
# C4H10N2

The molecule C4H10N2 (ωB97M-V/def2-TZVPD, OMol25).

Each line ends with the Löwdin charge.
Element x y z (Å)
C 0.977 0.049 2.011  -0.10
C 0.731 0.671 -0.387  -0.19
C -0.252 -0.163 -1.219  -0.44
C -0.522 -0.887 0.099  -0.18
H 1.117 -0.808 2.789  0.09
H 1.886 0.770 2.082  0.10
H 0.092 0.581 2.394  0.06
H 0.157 1.429 0.121  0.10
H 1.751 1.138 -0.691  0.14
H 0.174 -1.078 -1.851  0.17
H -2.126 -0.335 -1.859  0.13
H -1.191 0.774 -2.816  0.11
H -0.901 -1.928 -0.016  0.12
H -1.308 -0.311 0.545  0.09
N 0.820 -0.420 0.566  -0.19
N -1.403 0.519 -1.768  -0.01

Properties
* SMILES string: CN1CC(N)C1
* frontier orbital gap: 0.357 hartree
* E_LUMO: 0.98 eV
* E_HOMO: -8.7 eV

---

Energy ordering: <P> at the bottom, the next structure 1.217 eV above.